No. 1
41
Properties=species:S:1:pos:R:3:forces:R:3:lowdin_charge:R:1 method="wB97M-V/def2-TZVPD" homo_energy_ha=-0.315 smiles="COc1cc(Cl)c(NS(=O)(=O)c2ccc(-c3ccc(=O)[nH]n3)o2)c(OC)c1" gap_ev=8.204 lumo_energy_ev=-0.377 e_tot_ev=-56929.898
C 0.664290 3.245258 0.994939 -0.17 0.19 0.03 -0.071
O 1.641116 2.234241 0.902711 0.26 -0.25 -0.15 -0.076
C 1.521981 1.285073 -0.058034 0.13 -0.26 -0.13 -0.277
C 2.519697 0.313440 -0.075913 -0.06 0.10 0.05 -0.034
C 2.457707 -0.728301 -0.984743 -0.32 0.40 -0.14 -0.593
Cl 3.678678 -1.926013 -1.000895 0.50 0.09 0.12 0.785
C 1.401297 -0.826569 -1.884511 0.07 0.50 0.23 -0.286
N 1.259865 -1.950950 -2.720777 -0.17 -0.87 0.02 -0.049
S 0.603434 -3.315446 -1.975597 -0.46 0.10 -0.03 0.672
O 1.570571 -3.937992 -1.139003 -0.09 0.27 0.17 -0.293
O -0.032940 -4.072911 -3.004820 -0.26 0.28 -0.11 -0.269
C -0.642808 -2.577697 -0.920676 -0.06 -0.40 -0.76 -0.304
C -1.970198 -2.297554 -1.081401 0.62 -0.41 -0.13 -0.004
C -2.316067 -1.437425 -0.018412 0.68 0.12 0.50 0.015
C -1.163439 -1.242541 0.708382 -1.11 -0.21 -0.74 -0.203
C -0.874815 -0.400313 1.847046 0.12 0.53 0.62 -0.205
C 0.421687 -0.425187 2.459532 -0.06 0.25 0.35 0.025
C 0.685677 0.418645 3.478538 -0.05 -0.18 -0.17 0.050
C -0.331486 1.339650 3.958597 -0.12 -0.15 -0.23 -0.475
O -0.222401 2.160627 4.843908 0.13 0.22 0.28 0.053
N -1.536761 1.209759 3.276135 0.01 0.16 0.25 0.078
N -1.813727 0.403010 2.266921 -0.04 -0.62 -0.74 0.132
O -0.150569 -1.946127 0.156026 0.09 0.23 0.81 0.052
C 0.416152 0.174384 -1.881308 0.19 -0.28 -0.10 -0.212
O -0.583048 -0.007740 -2.792590 0.52 -0.05 0.15 -0.083
C -1.621126 0.942891 -2.860730 -0.21 0.14 -0.02 -0.063
C 0.480450 1.228709 -0.982104 -0.21 0.24 0.00 0.053
H 0.664615 3.884880 0.106994 -0.01 -0.04 0.01 0.100
H 0.937817 3.836682 1.866935 -0.06 -0.01 -0.07 0.102
H -0.336978 2.828465 1.143629 0.02 -0.02 -0.01 0.085
H 3.331745 0.381135 0.627095 0.14 -0.01 0.10 0.123
H 0.704834 -1.749965 -3.541832 -0.10 -0.06 -0.13 0.117
H -2.602019 -2.671826 -1.859309 -0.11 -0.08 -0.23 0.123
H -3.274766 -1.012468 0.194395 -0.19 0.10 0.09 0.116
H 1.156676 -1.118859 2.082925 0.12 -0.04 0.00 0.125
H 1.644394 0.450054 3.971036 0.08 0.01 0.04 0.126
H -2.305240 1.804708 3.572878 0.26 -0.13 -0.04 0.165
H -1.239658 1.934139 -3.121878 0.00 -0.03 0.02 0.101
H -2.283299 0.592170 -3.650147 0.00 0.07 0.06 0.100
H -2.174963 0.994199 -1.918271 0.04 0.00 -0.02 0.094
H -0.286374 1.983766 -0.985674 -0.09 0.08 0.01 0.103


No. 2
75
Properties=species:S:1:pos:R:3:forces:R:3:lowdin_charge:R:1 method="wB97M-V/def2-TZVPD" homo_energy_ha="-0.643 / -0.687" gap_ev="5.914 / 5.948" multiplicity=5 lumo_energy_ev="-11.581 / -12.738" charge=+4 e_tot_ev=-63260.185 s2=6.01
P -1.407739 -2.860841 -1.663587 0.45 0.88 0.61 0.871
C -1.355295 -4.408733 -0.725608 0.50 0.19 0.29 -0.130
H -2.112154 -5.124825 -1.081649 0.13 0.40 -0.16 0.099
H -1.556673 -4.181881 0.335448 0.06 0.00 -0.43 0.059
H -0.362901 -4.872090 -0.810071 -0.24 0.08 -0.02 0.086
C -2.940667 -1.964656 -1.322578 -0.06 0.25 0.12 -0.157
H -3.072436 -1.157884 -2.059664 -0.01 -0.30 0.17 0.055
H -2.875155 -1.531749 -0.312784 -0.01 -0.20 -0.21 0.053
H -3.811658 -2.640762 -1.378982 0.39 0.13 -0.08 0.098
C -1.260647 -3.053570 -3.454536 0.30 -0.37 -0.21 -0.165
H -2.113778 -3.623227 -3.861668 0.16 0.21 0.26 0.095
H -0.339784 -3.609902 -3.690952 -0.28 0.19 0.08 0.083
H -1.214387 -2.070030 -3.949803 -0.06 -0.37 0.29 0.047
P 4.295994 1.057370 -1.991039 1.44 1.11 -0.93 1.133
C 4.466505 -0.232440 -0.597551 -0.45 0.44 -0.96 -0.198
H 5.457648 -0.333642 -0.162657 0.19 0.27 -0.19 0.067
H 4.113312 -1.198685 -0.953736 0.33 -0.03 -0.59 0.049
H 3.727538 -0.009254 0.161795 0.01 0.68 0.26 0.021
C 4.694985 0.675156 -3.885696 -1.11 -0.33 1.02 -0.179
H 4.108942 1.432063 -4.423465 0.48 0.25 0.27 0.035
H 4.168488 -0.251895 -4.154831 0.37 -0.04 0.41 0.040
H 5.734858 0.616677 -4.261315 -0.35 0.27 0.81 0.078
C 4.626606 3.004640 -1.718079 -1.01 -1.32 0.03 -0.167
H 5.662681 3.379445 -1.644087 -0.31 -0.71 -0.25 0.074
H 4.054845 3.355082 -0.856857 0.24 -0.42 0.30 0.029
H 4.069015 3.440114 -2.556501 0.57 -0.17 -0.21 0.032
P -0.952558 2.960946 2.149436 0.10 -0.49 -0.19 0.849
C -0.653505 2.858684 3.923289 0.17 0.02 0.14 -0.155
H -1.404518 3.440798 4.480910 0.14 -0.10 -0.27 0.094
H 0.348096 3.245367 4.162690 -0.27 -0.08 -0.09 0.086
H -0.710978 1.805057 4.240957 -0.02 0.33 -0.19 0.078
C -0.814788 4.645101 1.520786 0.54 0.19 -0.09 -0.155
H -1.448489 5.333704 2.106131 0.18 -0.36 -0.08 0.101
H -1.110000 4.695979 0.460591 0.05 -0.10 0.47 0.050
H 0.233004 4.970442 1.608804 -0.32 0.05 0.03 0.083
C -2.582093 2.304436 1.744597 -0.04 -0.30 -0.25 -0.146
H -3.314967 2.559219 2.530540 0.42 0.00 -0.18 0.099
H -2.516835 1.210337 1.646244 -0.04 0.19 0.10 0.047
H -2.916918 2.745208 0.793145 0.10 -0.14 0.32 0.062
Pt -0.255031 2.462856 -3.511907 14.39 -2.19 2.71 1.379
C -0.071019 -1.747032 -1.067064 -2.59 -2.57 -1.15 -0.200
O 0.697630 -0.949121 -0.739569 1.19 0.89 0.28 0.068
C 0.299647 1.914490 1.336545 -0.57 0.09 0.45 -0.170
O 1.039280 1.239643 0.712787 -0.55 1.01 0.25 0.046
C -1.431032 4.030894 -3.289213 -1.16 1.14 -0.69 -0.168
C -1.707599 3.019524 -2.257466 -1.85 0.72 1.91 -0.199
C -1.809118 1.611708 -2.544617 -2.33 0.04 0.33 -0.212
C -1.708184 1.214477 -3.931318 -1.74 -0.82 -0.94 -0.195
C -1.460410 2.218580 -5.033002 -1.47 0.12 -1.90 -0.163
C -1.273461 3.642077 -4.707543 -1.83 1.43 -1.57 -0.185
H -0.959682 4.966439 -2.970909 -0.76 -0.02 -0.10 0.140
H -1.604827 3.311763 -1.202906 -0.22 0.00 -0.61 0.087
H -1.713294 0.891055 -1.757965 -0.61 -0.26 0.34 0.090
H -1.523660 0.150889 -4.090859 -0.36 0.36 -0.53 0.100
H -1.056100 1.887381 -6.008681 -0.89 -0.03 0.53 0.144
H -0.707481 4.305285 -5.392855 -1.30 -0.23 0.18 0.144
O -1.351480 -0.796773 1.453228 -0.39 0.46 -0.47 -0.043
C -0.807623 -1.410309 2.373934 1.07 -0.50 0.79 -0.465
C -1.588216 -2.130159 3.459854 -0.36 0.40 -0.49 -0.095
C -1.298256 -3.626570 3.555849 0.08 -0.30 0.46 -0.178
C -0.053270 -3.948997 4.384359 0.00 -0.25 -0.16 -0.192
C 1.250695 -3.461955 3.762582 0.20 -0.05 0.29 -0.180
C 1.322304 -1.945819 3.585507 0.22 -0.42 0.52 -0.175
N 0.559422 -1.476998 2.438324 -0.76 0.90 -0.53 0.079
H -1.387967 -1.631735 4.420966 -0.02 -0.18 -0.14 0.134
H -2.649337 -1.981377 3.228998 0.23 0.12 0.04 0.125
H -2.161479 -4.107998 4.031989 0.16 0.12 -0.14 0.129
H -1.211830 -4.069454 2.552679 0.00 0.08 0.12 0.098
H -0.163020 -3.505657 5.383716 -0.03 -0.14 -0.14 0.129
H 0.007428 -5.035980 4.515184 -0.01 0.22 0.08 0.127
H 2.080938 -3.756659 4.417370 -0.16 0.02 -0.14 0.127
H 1.417625 -3.955779 2.796590 0.03 0.12 0.07 0.117
H 0.968244 -1.451277 4.506681 0.18 -0.11 -0.24 0.130
H 2.370402 -1.657569 3.441486 -0.30 0.07 -0.07 0.126
H 1.026172 -0.829600 1.799581 -0.28 -0.51 0.26 0.100